153
Properties=species:S:1:pos:R:3:forces:R:3:mulliken_charge:R:1 method="wB97M-V/def2-TZVPD" smiles="COC(=O)OC.COC(=O)OC.COC(=O)OC.C1CCOC1.C1CCOC1.C1CCOC1.C1CCOC1.C1CCOC1.C1CCOC1.C1CCOC1.C1CCOC1.C1CCOC1" gap_ev=10.04 largest_force_ev_per_a=3.4 e_tot_ev=-84973.1337 homo_ev=-9.5 spin_multiplicity=1
C -1.31859 -5.71984 1.20399 -1.70 0.52 0.64 -0.492
C -1.06310 -5.01532 2.59696 -0.13 -0.27 -1.36 -0.075
C 0.40951 -5.35938 2.72787 0.68 -0.66 0.77 -0.268
O 0.95646 -5.31857 1.40861 1.19 0.51 1.80 -0.356
C -0.00364 -5.75221 0.51278 0.44 -0.09 -1.20 -0.196
H -2.04659 -5.16580 0.58129 0.10 -0.51 0.42 0.140
H -1.63924 -6.74497 1.36050 -0.46 -0.01 0.14 0.347
H -1.75719 -5.33365 3.39609 0.58 -0.12 -0.37 0.423
H -1.15039 -3.91614 2.51314 -0.04 -0.47 -0.07 -0.049
H 0.63332 -6.38239 3.11847 -0.54 0.57 0.11 0.384
H 0.90808 -4.62684 3.36275 0.35 -0.06 -0.21 -0.115
H 0.25930 -6.70568 0.01879 -0.14 -0.01 0.55 0.374
H 0.05663 -5.02135 -0.25063 -0.33 0.71 -1.28 0.031
C -0.42069 4.23385 -4.78674 -1.40 -0.21 0.85 0.619
C -1.05287 3.20696 -5.72202 0.40 -1.75 0.11 -0.747
C -2.32096 2.68186 -4.94835 0.32 2.97 -1.24 -0.017
O -2.67655 3.78079 -4.03228 0.57 -0.98 -0.35 -0.334
C -1.72058 4.82527 -4.15399 0.89 -0.10 -0.96 -0.764
H 0.26814 4.96001 -5.24172 -0.42 -0.19 0.15 0.560
H 0.07123 3.69910 -3.96821 0.30 0.03 -0.30 -0.761
H -0.35120 2.35428 -5.83344 -0.34 0.34 -0.13 0.117
H -1.28187 3.53038 -6.74545 -0.08 0.35 0.44 0.358
H -2.10328 1.81301 -4.39667 0.10 -1.10 0.79 -0.122
H -3.14982 2.53278 -5.65750 0.16 -0.14 0.43 0.408
H -1.54979 5.28643 -3.19326 -0.13 0.09 0.31 0.331
H -2.07655 5.55063 -4.86805 -0.45 0.65 -0.11 0.340
C 4.26749 -5.23617 -0.67931 1.20 0.76 0.64 -0.602
C 3.75909 -3.84516 -0.17943 -0.09 -0.90 -0.63 0.254
C 3.41555 -3.12773 -1.47509 0.00 1.53 -0.29 0.182
O 3.91673 -3.93270 -2.54394 -0.76 0.31 0.18 -0.477
C 3.78844 -5.27763 -2.08792 0.43 0.13 -0.81 -0.476
H 3.84230 -6.00214 -0.09917 -0.63 -1.10 0.83 0.368
H 5.37156 -5.39687 -0.62316 -0.74 0.57 -0.04 0.233
H 4.51218 -3.29052 0.33756 0.43 0.14 0.64 0.338
H 2.85992 -3.97687 0.41845 0.16 0.00 0.27 -0.416
H 3.88331 -2.10284 -1.50409 -0.21 -1.01 -0.28 0.014
H 2.33177 -2.93851 -1.56776 0.19 -0.33 -0.13 0.040
H 4.44130 -5.83008 -2.74962 -0.03 -0.48 -0.11 0.349
H 2.77039 -5.69548 -2.13206 -0.03 0.43 -0.25 0.216
C 1.26413 4.21273 -0.75120 -1.37 0.89 0.44 0.412
C 1.92078 3.47767 -1.84834 2.14 -0.57 -1.77 2.824
C 2.67551 4.59706 -2.73912 -1.94 -1.38 1.78 -0.721
O 2.23852 5.83157 -2.12768 1.37 -0.16 -0.97 -0.586
C 1.05752 5.61040 -1.37762 1.21 0.10 1.10 -0.354
H 1.89783 4.20785 0.13801 -0.06 0.49 -0.02 -0.319
H 0.29727 3.78255 -0.46996 0.12 -0.09 0.04 0.158
H 1.22409 2.89101 -2.46125 0.31 0.11 0.19 -1.494
H 2.74669 2.83513 -1.49606 -0.74 -0.17 -0.05 -0.746
H 2.37372 4.46105 -3.75951 -0.51 0.51 -0.71 0.373
H 3.73737 4.36223 -2.74389 0.26 0.91 0.53 0.278
H 0.20907 5.73711 -2.01301 -0.88 -0.56 -0.58 -0.084
H 0.97390 6.43315 -0.66097 0.23 -0.18 0.15 0.401
C -2.70753 -2.44964 -3.32765 0.57 0.93 -0.78 0.874
C -4.13133 -2.62153 -2.92297 -0.96 -0.93 0.43 -0.501
C -4.21254 -4.15804 -2.59966 -2.44 0.20 0.53 -0.438
O -2.91908 -4.56754 -2.44614 0.79 -0.73 1.06 -0.357
C -2.24835 -3.87447 -3.43141 2.29 0.05 -0.70 -0.649
H -2.07063 -2.00260 -2.57354 -0.18 0.30 0.29 -0.869
H -2.62073 -1.81178 -4.23307 0.16 -0.67 0.33 0.425
H -4.78077 -2.32891 -3.73559 -0.45 -0.07 -0.03 0.349
H -4.35702 -2.05003 -2.05676 -0.43 0.62 0.71 0.073
H -4.63093 -4.68778 -3.45991 -0.35 0.00 -0.21 0.233
H -4.80553 -4.49702 -1.69704 0.56 0.77 -0.89 0.304
H -2.42773 -4.34557 -4.40806 0.16 0.12 -0.05 0.255
H -1.20403 -3.87155 -3.12734 0.33 -0.55 -0.61 0.270
C -3.29744 -1.17819 4.61057 -0.54 2.57 1.44 0.151
C -3.46679 -2.36563 5.48021 -0.21 -1.26 0.81 -0.381
C -4.62271 -2.02132 6.45615 0.61 0.44 -0.52 -0.581
O -4.60540 -0.59049 6.62505 0.80 -0.74 -0.69 -0.436
C -4.24472 -0.06353 5.33783 0.02 -0.87 -0.74 -0.381
H -3.60475 -1.46716 3.63293 -0.29 0.53 -0.93 0.315
H -2.28881 -0.77686 4.60083 0.18 -0.14 -0.21 -0.171
H -2.57203 -2.66327 6.02451 0.09 0.13 0.05 0.111
H -3.71803 -3.18197 4.79641 -0.14 -0.35 0.60 0.235
H -4.50782 -2.53830 7.42223 -0.42 0.39 -0.37 0.350
H -5.54429 -2.22367 5.92812 -0.58 -0.62 0.25 0.319
H -3.73546 0.87727 5.54333 -0.02 -0.01 -0.30 0.217
H -5.15333 0.11616 4.70649 0.57 -0.08 0.55 0.257
C 0.35471 4.80950 3.01938 -0.34 -0.67 -0.31 -0.195
C 0.40383 3.29460 3.38055 -0.34 0.79 -0.54 0.198
C -0.85808 3.17056 4.23144 1.19 1.89 -0.46 -0.421
O -1.81368 3.96619 3.53545 -0.45 -0.03 0.28 -0.431
C -1.16505 5.13058 3.00771 0.75 -0.87 -0.38 -0.470
H 0.79095 4.93008 2.02732 0.09 0.37 0.18 -0.262
H 0.88368 5.40794 3.74881 0.18 0.16 0.09 0.454
H 1.32106 3.02376 3.90251 -0.01 -0.10 -0.08 0.428
H 0.29931 2.74354 2.42931 0.09 -0.15 0.52 -0.358
H -0.62292 3.70426 5.17647 -0.32 -0.85 0.12 0.265
H -1.18312 2.15926 4.31065 -0.61 -0.57 0.41 0.309
H -1.41136 6.06886 3.49421 -0.11 -0.08 0.70 0.261
H -1.53983 5.23380 2.00437 -0.10 0.03 -0.59 0.268
C 1.13563 -0.65018 6.17349 -1.00 -0.72 0.32 -0.197
C 1.15734 -2.06816 6.89725 2.80 1.17 -1.52 -0.932
C 1.56847 -3.06824 5.75008 0.52 0.54 1.04 -0.410
O 1.36180 -2.32965 4.56634 -0.06 -0.23 -0.47 -0.316
C 1.79032 -1.01844 4.85282 0.77 0.78 -0.43 -0.287
H 1.60319 0.21159 6.71610 -0.29 -1.01 -0.39 0.401
H 0.06910 -0.42847 6.00138 0.40 0.29 -0.04 -0.030
H 0.28287 -2.32305 7.37200 -2.18 -0.44 0.92 0.462
H 1.93892 -2.00583 7.63969 0.23 -0.35 0.37 0.248
H 0.98055 -3.99880 5.71942 0.22 0.42 -0.03 0.294
H 2.66782 -3.30672 5.85248 -0.98 0.02 -0.13 0.306
H 1.57900 -0.36989 3.98026 -0.22 -0.29 0.53 0.029
H 2.89237 -0.99735 4.97254 -0.20 -0.13 0.00 0.238
C 3.01969 -0.86165 -5.38420 -0.12 -1.66 -0.25 -0.561
C 4.00706 -0.30732 -4.37411 0.15 1.01 -0.10 -0.294
C 3.15127 0.70075 -3.63875 -0.18 1.12 -0.12 -0.206
O 1.83845 0.18303 -3.60175 -0.40 -0.69 -0.69 0.027
C 1.68038 -0.81295 -4.66806 0.73 0.79 1.20 -0.603
H 3.26413 -1.93333 -5.65222 -0.21 1.26 0.04 0.315
H 2.96227 -0.25576 -6.26686 0.25 0.28 -0.61 0.294
H 4.85481 0.22498 -4.86694 -0.32 -0.82 0.56 0.380
H 4.28017 -1.06375 -3.65622 0.61 -0.40 -0.05 -0.003
H 3.19295 1.68083 -4.16856 -0.26 -0.34 0.05 0.049
H 3.39190 0.92754 -2.60478 0.52 -0.21 0.15 0.015
H 0.82651 -0.52013 -5.23923 -0.42 0.23 -0.74 0.343
H 1.47035 -1.76541 -4.22874 -0.24 -0.58 0.59 0.154
C -4.41273 1.13011 0.66130 -0.64 0.10 -0.18 -0.737
O -4.30055 1.04747 -0.79466 0.43 -0.04 1.55 -0.155
C -4.95195 2.02265 -1.40645 -0.57 -0.86 -1.15 0.727
O -5.50568 2.97993 -0.96164 0.15 0.84 1.40 -0.585
O -5.03864 1.69083 -2.68634 0.31 0.74 -1.16 -0.237
C -5.72039 2.73799 -3.44352 -0.68 -1.12 0.59 -0.768
H -5.42731 1.54138 0.85520 0.85 -0.20 0.28 0.428
H -3.62557 1.77212 1.09343 -0.40 -0.25 -0.30 0.290
H -4.34707 0.10632 1.05814 0.13 0.38 -0.33 0.169
H -5.14882 3.66039 -3.49109 0.16 -0.24 -0.24 0.258
H -6.66188 2.89835 -2.93098 -0.11 0.42 0.04 0.389
H -5.99120 2.25526 -4.36990 0.48 0.21 -0.55 0.211
C 5.54071 4.91739 -0.74292 1.25 -0.25 1.91 -0.750
O 5.22264 3.51606 -0.67880 0.61 0.16 -1.95 -0.346
C 4.72999 3.09209 0.44157 -1.97 -0.09 1.42 0.944
O 4.43056 3.77197 1.38346 0.25 0.85 0.82 -0.633
O 4.43536 1.80592 0.38211 0.60 -0.69 -1.39 -0.394
C 3.66272 1.18320 1.39850 -0.68 0.43 -0.63 -0.645
H 5.98943 5.14541 -1.68645 0.33 -0.34 -0.53 0.264
H 6.25575 5.07340 0.10305 -0.45 0.36 -0.86 0.342
H 4.70249 5.56755 -0.60654 -0.82 0.04 0.18 0.317
H 3.91341 0.16767 1.28263 0.17 -1.42 -0.11 0.287
H 2.56830 1.27246 1.19119 0.83 0.38 0.43 0.151
H 4.00461 1.47469 2.36706 -0.26 0.58 0.69 0.477
C -0.81357 0.91206 -1.95915 0.77 2.23 0.46 -0.515
O -0.29562 0.69861 -0.66101 -0.60 -1.21 0.75 -0.002
C 0.00910 -0.57718 -0.35485 0.30 0.84 -0.42 0.476
O 0.01303 -1.54640 -1.06904 -0.40 0.26 -0.22 -0.635
O 0.38124 -0.55523 0.90762 -0.05 0.30 0.99 -0.024
C 0.77219 -1.80595 1.43974 1.94 -0.30 0.69 0.581
H -1.44094 0.18754 -2.35433 -1.17 -1.67 -0.27 0.299
H 0.05405 1.02168 -2.54048 0.83 0.02 -1.45 0.069
H -1.32886 1.87226 -1.93439 -0.15 -0.06 0.14 0.115
H 1.82790 -2.02788 1.08974 -1.20 0.03 0.38 0.059
H 0.10953 -2.57344 1.10255 -0.29 -0.58 -0.20 0.084
H 0.78246 -1.75986 2.55134 -0.19 0.14 -1.02 -0.549